*1*
Below is a gas-phase ion, C4H9NP (charge +1), with properties calculated with ωB97M-V/def2-TZVPD.

Calculated values
Frontier orbital gap (eV): 7.80
HOMO (eV): -13.06
LUMO (Ha): -0.193
Total charge: +1

Last column: Mulliken charge in e.
Cartesian coordinates (Å):
C (-0.102, -1.553, -0.019)  -0.636
C (0.922, 0.906, -0.475)  -0.521
C (0.745, -0.391, 0.324)  0.206
C (-1.398, -0.962, -0.425)  -0.263
N (0.043, 0.890, 0.654)  -0.296
P (-1.690, 0.649, -0.075)  0.019
H (0.403, -2.191, -0.857)  0.294
H (-0.074, -2.326, 0.772)  0.352
H (1.840, 1.516, -0.532)  0.335
H (0.264, 1.013, -1.488)  0.217
H (1.690, -0.751, 0.865)  0.337
H (-2.047, -1.624, -1.030)  0.382
H (0.266, 1.283, 1.493)  0.313
H (-2.868, 1.083, -0.879)  0.160
H (-2.051, 0.907, 1.291)  0.101

---

*2*
Below is 2 unconnected molecules or ions with the total composition C4H9NP, with properties calculated with ωB97M-V/def2-TZVPD.

Calculated values
Frontier orbital gap (spin up / spin down) (eV): 7.59 / 3.94
HOMO (spin up / spin down) (eV): -12.84 / -10.36
LUMO (spin up / spin down) (Ha): -0.193 / -0.236
Total charge: +1

Last column: Mulliken charge in e.
Cartesian coordinates (Å):
C (5.362, 0.202, -0.327)  -0.450
C (4.343, -0.054, 0.351)  -0.349
C (-2.507, -0.457, -0.187)  0.336
C (-3.494, 0.611, -0.127)  -1.002
N (-1.248, -0.056, -0.308)  -0.240
P (0.321, -0.806, -0.010)  0.196
H (5.444, 0.955, -0.981)  0.282
H (6.220, -0.485, -0.320)  0.217
H (-0.162, -2.082, -0.341)  0.071
H (3.676, -0.517, 1.136)  0.308
H (-2.662, -1.569, -0.312)  0.356
H (-4.301, 0.260, -0.788)  0.318
H (-3.073, 1.544, -0.250)  0.345
H (-3.843, 0.635, 0.984)  0.326
H (-1.237, 0.936, -0.370)  0.285

---

The structure with the greatest stability is *1*.

---

*1*
Below is 7 unconnected molecules or ions with the total composition C7H28N8O7, with properties calculated with ωB97M-V/def2-TZVPD.

Calculated values
Frontier orbital gap (eV): 7.62
HOMO (eV): -8.11
LUMO (Ha): -0.018
Total charge: 0

Last column: Mulliken charge in e.
Cartesian coordinates (Å):
C (22.263, -1.113, 13.250)  0.636
O (21.994, -0.620, 14.494)  -0.689
N (22.676, -0.388, 12.267)  -0.435
N (21.949, -2.321, 12.798)  -0.431
H (22.951, 0.627, 12.417)  0.304
H (22.874, -0.883, 11.304)  0.201
H (21.746, -3.081, 13.425)  0.243
H (22.180, -2.736, 11.871)  0.185
C (18.352, -0.952, 14.773)  0.038
O (17.336, -0.745, 15.658)  -0.526
N (19.445, -1.674, 15.010)  -0.141
N (18.281, -0.652, 13.492)  -0.479
H (19.307, -2.114, 15.915)  0.251
H (20.363, -1.267, 14.853)  0.228
H (17.378, -0.162, 13.297)  0.303
H (18.911, -1.072, 12.713)  0.342
C (15.853, -0.344, 19.009)  0.492
O (14.648, -0.467, 19.683)  -0.761
N (16.389, -1.397, 18.460)  -0.301
N (16.498, 0.754, 18.718)  -0.176
H (15.996, -2.365, 18.605)  0.227
H (17.182, -1.475, 17.779)  0.174
H (16.027, 1.659, 19.027)  0.199
H (17.338, 0.900, 18.084)  0.351
C (19.757, 2.406, 14.282)  0.643
O (20.703, 3.442, 14.483)  -0.790
N (19.981, 1.387, 13.548)  -0.149
N (18.499, 2.477, 14.620)  -0.318
H (20.951, 1.230, 13.217)  -0.040
H (19.282, 0.564, 13.444)  0.280
H (18.150, 3.301, 15.151)  0.443
H (17.865, 1.788, 14.263)  0.018
C (18.967, 4.938, 16.937)  -0.548
O (17.792, 4.504, 16.207)  -0.548
H (18.890, 4.691, 18.018)  0.222
H (18.995, 6.051, 16.890)  0.284
H (19.839, 4.460, 16.504)  0.233
H (17.056, 5.056, 16.491)  0.295
C (19.818, 1.073, 17.368)  -0.797
O (18.488, 1.417, 17.088)  -0.405
H (20.351, 1.961, 17.727)  0.256
H (20.299, 0.692, 16.472)  0.243
H (19.817, 0.435, 18.220)  0.407
H (18.564, 1.865, 16.210)  0.150
C (14.306, 1.351, 15.705)  -0.878
O (15.690, 1.549, 15.460)  -0.391
H (13.960, 0.317, 15.813)  0.290
H (13.774, 1.735, 14.846)  0.271
H (14.056, 1.835, 16.583)  0.346
H (16.227, 0.977, 16.058)  0.246

---

*2*
Below is 7 unconnected molecules or ions with the total composition C7H28N8O7, with properties calculated with ωB97M-V/def2-TZVPD.

Calculated values
Frontier orbital gap (eV): 10.06
HOMO (eV): -9.75
LUMO (Ha): 0.011
Total charge: 0

Last column: Mulliken charge in e.
Cartesian coordinates (Å):
C (-1.546, 2.830, -3.267)  -0.380
O (-2.656, 3.676, -3.462)  -0.510
H (-1.741, 1.751, -3.205)  0.135
H (-0.883, 2.816, -4.134)  0.318
H (-0.985, 3.141, -2.384)  0.175
H (-3.194, 3.668, -2.668)  0.287
C (0.325, 1.222, -0.143)  -0.530
O (-0.404, 0.040, 0.242)  -0.278
H (0.189, 1.520, -1.179)  0.220
H (0.211, 1.983, 0.625)  0.303
H (1.361, 0.879, -0.038)  0.142
H (-0.849, -0.282, -0.559)  0.080
C (-0.421, -2.219, 2.528)  -0.320
O (-1.227, -2.759, 1.491)  -0.408
H (-0.971, -1.571, 3.207)  0.257
H (0.098, -3.079, 2.954)  0.314
H (0.412, -1.661, 2.071)  -0.147
H (-1.752, -2.021, 1.142)  0.270
C (-4.246, -0.670, 1.036)  0.599
O (-3.708, -1.735, 1.359)  -0.692
N (-5.227, -0.080, 1.782)  -0.453
N (-3.934, 0.001, -0.085)  -0.250
H (-5.469, 0.877, 1.630)  0.162
H (-5.595, -0.620, 2.543)  0.236
H (-4.574, 0.621, -0.544)  0.209
H (-3.151, -0.285, -0.661)  0.235
C (-1.615, -2.306, -1.783)  0.683
O (-1.993, -1.126, -1.875)  -0.733
N (-0.322, -2.684, -1.936)  -0.362
N (-2.465, -3.300, -1.432)  -0.336
H (0.348, -1.974, -2.157)  0.201
H (-0.028, -3.624, -1.756)  0.155
H (-3.390, -3.082, -1.111)  0.242
H (-2.040, -4.201, -1.334)  0.157
C (3.776, -1.885, 0.429)  0.525
O (4.926, -1.867, -0.004)  -0.668
N (3.428, -2.527, 1.588)  -0.322
N (2.761, -1.356, -0.290)  -0.187
H (2.466, -2.509, 1.876)  0.195
H (4.065, -3.219, 1.931)  0.207
H (1.848, -1.225, 0.123)  0.069
H (2.930, -1.024, -1.219)  0.204
C (4.352, 4.106, 0.745)  0.594
O (4.114, 5.037, -0.023)  -0.629
N (4.689, 4.349, 2.057)  -0.407
N (4.119, 2.797, 0.468)  -0.324
H (4.909, 3.551, 2.618)  0.178
H (4.887, 5.315, 2.249)  0.230
H (4.591, 2.047, 0.931)  0.188
H (3.582, 2.666, -0.373)  0.166

---

The structure with the greatest stability is *2*.